Version i
{
  "formula": "C6H13N4O2S",
  "method": "ωB97M-V with the def2-TZVPD basis set",
  "symbols": ["C", "C", "C", "C", "C", "C", "N", "N", "N", "N", "O", "O", "S", "H", "H", "H", "H", "H", "H", "H", "H", "H", "H", "H", "H", "H"],
  "positions_angstrom": [[-0.47001, -0.77149, 1.62764], [-0.96422, -0.35553, -0.52091], [-0.75810, -0.83277, 3.12835], [3.37057, 1.47056, -2.10240], [-3.74675, 0.02651, 1.38589], [1.48508, -0.61124, -1.18827], [0.69029, -0.63666, 1.06963], [-1.46673, -0.57315, 0.69594], [0.46437, -0.48280, -0.30057], [2.07574, 1.08055, -1.52487], [-1.42001, -0.06144, -1.62990], [-2.82032, -0.96615, 0.95929], [1.16152, -1.38949, -2.73207], [-1.84534, -0.67746, 3.20906], [-0.09693, -0.07154, 3.67409], [-0.54246, -1.87235, 3.42823], [3.41165, 2.57161, -2.29438], [4.22522, 1.25137, -1.48141], [3.62505, 0.91638, -3.03459], [-4.00738, 0.74309, 0.49949], [-3.29697, 0.47864, 2.17899], [-4.63391, -0.37656, 1.69540], [2.28984, -1.13069, -0.87754], [1.38237, 1.36363, -2.15603], [1.99461, 1.67426, -0.67607], [-0.10719, -0.76724, -3.03298]],
  "mulliken_charge": [0.397, 0.369, -0.842, -0.899, -0.573, -0.341, -0.935, 0.393, 0.691, -0.323, -0.653, -0.280, -0.105, 0.208, 0.307, 0.293, 0.344, 0.368, 0.321, 0.225, 0.351, 0.303, 0.366, 0.394, 0.383, 0.238],
  "gap_ev": 10.021,
  "smiles": "C[NH2+][C@H](S)n1nc(C)n(OC)c1=O",
  "charge": 1,
  "multiplicity": 1,
  "e_homo_ev": -13.00
}

Version ii
{
  "formula": "C6H13N4O2S",
  "method": "ωB97M-V with the def2-TZVPD basis set",
  "symbols": ["C", "C", "C", "C", "C", "C", "N", "N", "N", "N", "O", "O", "S", "H", "H", "H", "H", "H", "H", "H", "H", "H", "H", "H", "H", "H"],
  "positions_angstrom": [[2.75318, 1.05179, 0.49775], [1.28984, 1.08560, 0.46316], [2.65950, -0.64417, -1.11258], [1.20100, -1.05789, -0.59190], [-3.48973, -0.15291, 0.16304], [-0.63868, -0.26520, 0.71654], [3.33482, 0.30478, -0.33863], [0.67243, -0.01155, 0.18659], [-1.19015, -1.84947, 0.58300], [0.64108, 2.19474, 0.86426], [-1.44567, -0.07764, -1.68689], [-1.72904, 1.85740, -0.20392], [-1.91066, 0.46994, -0.42768], [3.37833, 1.68616, 1.03617], [3.32949, -1.54900, -1.26363], [2.65865, -0.13021, -2.13920], [0.53350, -1.11947, -1.47209], [1.26176, -1.98460, -0.10131], [-4.14458, -0.00147, -0.80261], [-3.37793, -1.17414, 0.54124], [-3.90444, 0.54494, 0.95958], [-0.77456, 0.09077, 1.71905], [-1.32431, -2.09496, -0.41973], [-0.51637, -2.49773, 1.06727], [1.10293, 3.09398, 0.96007], [-0.37039, 2.23028, 0.80247]],
  "mulliken_charge": [-0.587, 0.907, -0.538, -0.509, -0.894, -0.880, -0.405, 0.232, -0.717, -0.304, -0.626, -0.755, 1.332, 0.505, 0.343, 0.318, 0.316, 0.413, 0.380, 0.358, 0.335, 0.704, 0.341, 0.299, 0.282, 0.150],
  "gap_ev": 9.265,
  "smiles": "CS(=O)(=O)[C@@H](N)N1CCN=CC1=[NH2+]",
  "charge": 1,
  "multiplicity": 1,
  "e_homo_ev": -13.51
}

The most stable arrangement is version ii, and the next structure is 23.5 kcal/mol less stable.

Version i
{
  "formula": "C24H72O12S12",
  "method": "ωB97M-V with the def2-TZVPD basis set",
  "symbols": ["C", "S", "O", "C", "H", "H", "H", "H", "H", "H", "C", "S", "O", "C", "H", "H", "H", "H", "H", "H", "C", "S", "O", "C", "H", "H", "H", "H", "H", "H", "C", "S", "O", "C", "H", "H", "H", "H", "H", "H", "C", "S", "O", "C", "H", "H", "H", "H", "H", "H", "C", "S", "O", "C", "H", "H", "H", "H", "H", "H", "C", "S", "O", "C", "H", "H", "H", "H", "H", "H", "C", "S", "O", "C", "H", "H", "H", "H", "H", "H", "C", "S", "O", "C", "H", "H", "H", "H", "H", "H", "C", "S", "O", "C", "H", "H", "H", "H", "H", "H", "C", "S", "O", "C", "H", "H", "H", "H", "H", "H", "C", "S", "O", "C", "H", "H", "H", "H", "H", "H"],
  "positions_angstrom": [[-1.37752, 5.70491, -1.22459], [-0.62049, 5.32900, 0.34008], [0.36206, 4.27661, 0.05710], [0.10229, 6.87691, 0.82134], [-1.96502, 4.83593, -1.72799], [-0.72356, 6.23562, -1.88745], [-2.18636, 6.58451, -1.03247], [0.42834, 6.94704, 1.85413], [-0.58014, 7.62977, 0.53488], [0.97386, 7.25339, 0.31091], [-3.38675, -3.55431, 0.70682], [-2.83829, -4.65597, -0.56908], [-1.47895, -4.09714, -1.06350], [-2.52018, -6.17550, 0.24548], [-2.81052, -3.67564, 1.39753], [-4.43580, -3.86032, 1.17497], [-3.25376, -2.70118, 0.29654], [-2.00317, -7.04724, -0.54098], [-3.36169, -6.84478, 0.46680], [-1.88892, -6.19240, 1.18680], [3.99778, -0.67729, 1.30139], [4.58010, -2.29082, 1.80477], [4.88480, -3.04329, 0.61008], [6.19054, -1.70240, 2.36659], [2.99281, -0.68355, 1.07239], [4.55749, -0.22619, 0.52989], [4.17846, 0.01526, 2.13831], [6.10075, -1.10503, 3.26501], [6.83138, -1.27324, 1.61049], [6.70301, -2.62235, 2.51774], [1.80706, -4.18031, -1.82541], [3.32485, -3.21052, -2.12538], [3.76111, -3.67553, -3.54032], [2.61440, -1.56579, -2.40164], [1.14721, -4.00714, -2.68206], [1.54656, -3.58447, -0.85485], [2.16848, -5.25143, -1.53215], [2.32006, -1.55557, -1.19642], [1.95775, -1.53062, -3.12007], [3.49677, -1.10360, -2.68695], [-1.56148, -1.36808, -4.45836], [-0.50097, -0.70395, -5.69677], [0.39300, 0.21036, -4.79486], [0.54128, -2.22531, -5.93980], [-1.02575, -1.59669, -3.44957], [-2.01978, -2.24639, -4.71307], [-2.43625, -0.70127, -4.25255], [1.00856, -2.54172, -5.03132], [1.61787, -2.24351, -6.24869], [-0.03366, -2.95737, -6.32748], [2.54764, -5.32463, 1.63804], [0.79275, -5.06856, 1.49268], [0.15961, -5.84623, 2.64737], [0.72779, -3.41751, 1.91550], [2.79448, -6.44084, 1.64173], [2.88348, -4.95158, 2.52593], [3.04769, -4.96452, 0.80077], [1.22657, -2.86754, 0.96632], [1.24860, -3.17235, 2.84799], [-0.26749, -2.97231, 2.05995], [-1.30400, 0.78737, -1.54511], [-1.20731, -0.53348, -0.29703], [0.13700, -0.45611, 0.45267], [-2.45108, 0.14098, 0.81558], [-0.72893, 0.70188, -2.33486], [-1.12009, 1.99721, -1.02528], [-2.34676, 0.88720, -1.95195], [-2.18324, -0.38517, 1.64091], [-3.48666, 0.11421, 0.34417], [-2.19172, 1.04384, 0.83703], [-0.02630, 2.44535, 3.24479], [1.38375, 1.48597, 2.68136], [2.67149, 2.08148, 3.15519], [1.04679, -0.04239, 3.47939], [-0.01586, 2.64756, 4.24437], [-0.87315, 1.76469, 3.01505], [-0.06900, 3.26624, 2.76095], [0.10089, -0.58176, 3.22461], [1.32695, 0.00126, 4.52799], [1.84660, -0.74757, 3.03391], [0.37761, 3.70433, -3.74203], [-1.08816, 3.75182, -4.74789], [-2.37261, 3.30482, -3.95881], [-1.24099, 5.56168, -5.22601], [0.82107, 2.78677, -3.93108], [0.12534, 3.87019, -2.78477], [1.33330, 4.07183, -4.15617], [-0.74086, 6.00162, -5.82144], [-1.41852, 6.12261, -4.21047], [-2.24408, 5.56597, -5.57164], [-4.38083, 2.78510, -0.76627], [-5.22837, 4.41909, -0.65169], [-6.11962, 4.47433, -1.89131], [-6.33982, 3.88851, 0.65990], [-3.65743, 2.88540, 0.25794], [-3.67276, 2.61956, -1.61392], [-4.95328, 1.91268, -0.47327], [-5.97023, 3.61673, 1.70016], [-7.00352, 3.03681, 0.47880], [-6.79009, 4.64025, 0.96168], [-1.44277, -2.97958, 4.42808], [-2.62860, -2.76151, 5.84274], [-3.45910, -4.05958, 5.82926], [-1.40831, -3.00820, 7.15061], [-0.40033, -2.30080, 4.54431], [-1.95059, -2.58539, 3.53676], [-1.17560, -4.07445, 4.31372], [-1.82609, -2.88708, 8.18011], [-0.59400, -2.28641, 7.02871], [-1.08244, -4.05495, 7.26684], [4.27914, 3.30104, 0.15644], [2.93940, 3.50055, -0.99177], [3.60102, 4.10024, -2.33776], [2.31875, 1.88191, -1.18469], [3.69699, 2.70993, 0.93985], [4.88548, 4.13225, 0.65810], [5.06052, 2.76476, -0.51216], [2.75331, 1.24454, -1.87787], [1.32997, 2.06427, -1.76463], [2.41701, 1.46424, -0.24468]],
  "mulliken_charge": [-0.758, 0.577, -0.418, -1.321, -0.045, 0.411, 0.385, 0.381, 0.449, 0.356, 0.286, 0.265, -0.465, -0.777, -0.417, 0.379, -0.072, 0.270, 0.425, 0.173, -0.066, 0.686, -0.571, -1.322, -1.249, 0.775, 0.573, 0.397, 0.354, 0.445, -0.014, 0.593, -0.710, -0.709, 0.302, -0.539, 0.320, -0.052, 0.215, 0.520, -0.631, 0.354, -0.520, -0.818, -0.053, 0.590, 0.274, -0.006, 0.355, 0.479, -1.124, 0.788, -0.791, 1.105, 0.356, 0.372, 0.267, -0.852, 0.540, -0.708, -0.684, 0.905, -0.653, -1.178, 0.259, -0.024, 0.337, 0.390, 0.182, 0.474, -1.053, 1.080, -0.729, -0.370, 0.529, 0.237, 0.085, -0.198, 0.603, -0.254, -0.075, 0.430, -0.547, -1.153, 0.203, -0.322, 0.452, 0.579, 0.109, 0.396, -0.541, 0.621, -0.664, -1.297, 0.178, -0.093, 0.535, 0.357, 0.332, 0.580, -0.221, 0.487, -0.636, -0.866, 0.095, -0.108, 0.334, 0.349, 0.271, 0.316, -0.683, 0.558, -0.743, 0.981, 0.072, 0.349, 0.255, 0.727, -0.781, -0.785],
  "gap_ev": 7.745,
  "multiplicity": 1,
  "e_homo_ev": -7.94
}

Version ii
{
  "formula": "C24H72O12S12",
  "method": "ωB97M-V with the def2-TZVPD basis set",
  "symbols": ["C", "S", "O", "C", "H", "H", "H", "H", "H", "H", "C", "S", "O", "C", "H", "H", "H", "H", "H", "H", "C", "S", "O", "C", "H", "H", "H", "H", "H", "H", "C", "S", "O", "C", "H", "H", "H", "H", "H", "H", "C", "S", "O", "C", "H", "H", "H", "H", "H", "H", "C", "S", "O", "C", "H", "H", "H", "H", "H", "H", "C", "S", "O", "C", "H", "H", "H", "H", "H", "H", "C", "S", "O", "C", "H", "H", "H", "H", "H", "H", "C", "S", "O", "C", "H", "H", "H", "H", "H", "H", "C", "S", "O", "C", "H", "H", "H", "H", "H", "H", "C", "S", "O", "C", "H", "H", "H", "H", "H", "H", "C", "S", "O", "C", "H", "H", "H", "H", "H", "H"],
  "positions_angstrom": [[-0.76714, 0.84292, 0.96099], [-0.13482, 0.35467, -0.66076], [1.30511, 0.11245, -0.37651], [-0.86519, -1.27962, -0.64143], [-0.84577, -0.02047, 1.71293], [-1.89942, 1.16484, 0.98972], [-0.44781, 1.86127, 1.02968], [-0.24204, -1.98025, -0.13558], [-0.90424, -1.58269, -1.67038], [-1.87815, -1.35240, -0.31672], [3.92786, 1.08842, 4.10014], [3.01673, -0.00485, 3.01368], [3.92668, -1.07059, 2.84912], [1.60129, -0.46209, 4.10921], [4.44553, 0.88767, 4.93630], [3.51711, 1.89190, 4.26899], [4.89585, 1.31306, 3.65926], [1.16544, 0.36428, 4.62528], [2.09562, -1.07947, 4.95308], [0.74291, -0.97428, 3.75078], [-2.98359, -3.42547, 3.74055], [-1.45585, -2.47709, 4.13624], [-1.42872, -1.26621, 3.29293], [-1.88147, -1.71519, 5.72656], [-3.36328, -3.81616, 4.74271], [-2.83371, -4.11326, 3.02783], [-3.74646, -2.71956, 3.51071], [-2.81339, -0.93211, 5.63943], [-0.87211, -1.34441, 5.92388], [-2.21222, -2.42567, 6.49459], [-2.13200, 2.40660, 3.66352], [-0.86376, 3.55658, 3.73375], [-1.44838, 4.58337, 2.88477], [-1.09954, 4.01993, 5.44139], [-2.96859, 2.87336, 4.20685], [-1.72642, 1.37420, 3.97373], [-2.41289, 2.33847, 2.78489], [-0.84109, 4.97529, 5.70013], [-0.45507, 3.31273, 6.09074], [-2.18024, 4.05818, 5.79906], [-2.58019, 5.18497, -2.24975], [-3.03964, 3.50407, -1.81581], [-1.75985, 2.68580, -2.06950], [-3.16063, 3.77595, -0.07643], [-2.56262, 5.40569, -3.23833], [-1.41673, 5.23622, -1.72843], [-3.37945, 5.84952, -1.62201], [-3.75494, 4.71539, -0.01657], [-2.14676, 3.85164, 0.55545], [-3.75592, 3.05355, 0.43188], [1.44437, 4.37363, 0.44507], [2.25599, 4.67329, 1.97183], [2.20451, 3.33713, 2.78839], [3.83066, 4.64639, 1.07582], [0.24155, 4.23413, 0.47728], [1.63107, 3.25504, 0.35533], [1.74962, 5.08367, -0.22394], [4.56495, 4.68117, 1.93653], [3.78882, 5.35540, 0.35704], [4.17316, 3.78394, 0.55188], [-4.55876, 0.22428, -1.04063], [-5.78311, -0.32180, -2.14792], [-5.48936, -1.87888, -2.11881], [-7.23052, -0.22143, -1.12321], [-3.58725, 0.44039, -1.70132], [-4.22212, -0.21107, -0.01375], [-4.66350, 1.08262, -0.97063], [-7.11406, 0.56458, -0.25406], [-7.50689, -1.09022, -0.70493], [-8.08596, 0.06741, -1.84607], [2.36188, -5.41182, 1.51523], [3.32154, -4.01213, 1.29290], [4.47559, -4.44712, 0.35255], [2.37472, -3.00263, 0.27266], [2.99875, -6.30281, 1.84515], [1.98458, -5.68846, 0.51116], [1.53137, -5.41358, 2.17604], [1.67172, -2.37668, 0.87450], [2.20991, -3.65134, -0.66022], [2.86790, -2.08293, -0.07082], [4.24253, -0.47773, -5.44160], [2.74013, -1.37243, -4.89322], [3.07479, -2.75113, -5.39408], [3.35371, -1.41638, -3.12321], [5.13722, -1.04332, -5.17504], [4.23232, 0.61081, -4.99791], [4.01309, -0.36480, -6.43269], [2.99239, -2.21784, -2.38570], [3.00900, -0.52377, -2.41417], [4.43884, -1.58279, -3.20166], [-2.98398, -3.73705, -4.00408], [-3.88531, -4.59719, -2.76582], [-4.54373, -5.75121, -3.41792], [-2.64119, -5.21686, -1.66241], [-2.01377, -4.29852, -4.38650], [-2.35042, -3.12663, -3.50690], [-3.41081, -3.09237, -4.66114], [-2.46437, -4.60626, -0.87902], [-1.76510, -5.28406, -2.27273], [-3.07894, -6.27007, -1.28886], [6.28954, -1.56732, -0.65916], [6.18434, -0.26933, 0.58207], [7.42301, 0.64214, 0.55058], [5.03360, 0.67040, -0.31580], [5.41979, -1.95195, -0.69231], [6.94217, -2.41182, -0.18543], [6.47141, -1.65031, -1.82774], [4.78301, 1.62564, 0.42750], [4.10005, 0.08376, -0.03163], [5.28002, 1.04699, -1.23931], [-2.50242, 0.10315, -4.42108], [-0.72867, 0.43825, -4.47713], [-0.11088, -0.64535, -5.38050], [-0.79493, 1.81662, -5.52837], [-3.06154, 0.83069, -3.86139], [-2.60126, -0.85505, -3.79774], [-2.80576, 0.27837, -5.33407], [-0.89005, 2.80405, -4.97966], [-1.51340, 1.69569, -6.17672], [0.16438, 2.14366, -6.11301]],
  "mulliken_charge": [0.374, 0.682, -0.540, -1.014, 0.000, -0.156, -0.136, 0.199, 0.280, 0.469, -2.054, 1.092, -0.648, -0.872, 0.671, 0.711, 0.420, 0.423, 0.371, -0.243, -1.066, 0.479, -0.492, -0.936, 0.357, 0.416, 0.316, 0.216, 0.233, 0.488, -0.264, 1.007, -0.741, -1.240, 0.472, 0.166, -0.495, 0.486, 0.273, 0.323, -0.960, 0.506, -0.469, -0.749, 0.449, 0.129, 0.368, 0.499, -0.065, 0.263, -0.084, 0.354, -0.453, -1.088, -0.336, -0.150, 0.658, 0.320, 0.582, 0.241, -0.709, 0.478, -0.579, -0.896, -0.156, 0.262, 0.676, 0.261, 0.328, 0.302, -0.964, 0.657, -0.714, 0.208, 0.295, 0.273, 0.355, -0.266, 0.464, -0.357, -1.109, 0.831, -0.730, -0.192, 0.334, 0.259, 0.461, -0.114, 0.117, 0.089, -0.583, 0.683, -0.704, -0.930, 0.356, -0.210, 0.568, 0.310, 0.309, 0.313, -0.278, 0.626, -0.744, -0.024, -0.240, 0.281, 0.231, -0.343, -0.228, 0.730, -0.758, 0.914, -0.754, -1.197, 0.193, -0.328, 0.886, 0.188, 0.534, 0.297],
  "gap_ev": 7.633,
  "multiplicity": 1,
  "e_homo_ev": -7.96
}

The most stable arrangement is version i, and the next structure is 36.3 kcal/mol less stable.